*P*
C3N2O2 | ωB97M-V with the def2-TZVPD basis set

Computed properties:
- LUMO energy: 0.2 eV

Each line ends with the Mulliken charge.
Atoms and positions in Å:
C1 1.33371 -0.66706 0.49809  0.459
O1 -0.32012 2.44746 -0.22480  -0.106
N1 2.33180 -0.26763 0.93408  -0.406
N2 0.32952 -1.26307 -0.01669  -0.298
C2 -0.74804 -1.12375 -0.51937  0.599
O2 -1.74454 -1.24286 -1.09635  -0.345
C3 -1.18234 2.11691 0.42504  0.098

*Q*
C3N2O2 | ωB97M-V with the def2-TZVPD basis set

Computed properties:
- LUMO energy: 0.2 eV

Each line ends with the Mulliken charge.
Atoms and positions in Å:
N1 0.26362 0.40677 -0.41431  -0.384
C1 -0.04985 1.24374 0.51491  0.488
O1 -0.47357 -0.38239 -2.46764  -0.299
C2 -0.21915 0.08759 -1.46470  0.619
O2 -0.16804 -1.77657 1.51561  -0.150
C3 0.74136 -1.50542 0.89779  0.107
N2 -0.09436 1.92628 1.41834  -0.380

Relative energy table, unit kJ/mol: *P* 0.0; *Q* 36.3

*P*
C3H13N2O | ωB97M-V with the def2-TZVPD basis set

Computed properties:
- LUMO energy: -3.1 eV
- Charge: +1

Each line ends with the Mulliken charge.
Atoms and positions in Å:
H1 -0.72598 1.54005 0.94972  0.248
H2 1.08541 -1.38826 -0.29524  0.461
H3 -1.29000 -1.46963 1.45261  0.211
C1 -0.42754 0.54404 1.43545  -0.571
N1 -1.40297 -0.39708 1.31327  -0.532
H4 1.60254 -0.67882 1.44296  0.430
H5 2.66445 0.52791 -1.31571  0.433
H6 1.88505 -0.73588 -2.32677  0.357
C2 1.81028 0.13314 -1.58886  -0.912
H7 1.78840 0.94343 1.04985  0.345
H8 -0.31116 0.74117 2.50468  0.459
N2 1.05903 -0.36380 -0.47833  0.021
H9 -1.99689 0.43825 -0.57000  0.279
H10 -2.20496 -0.03969 1.97660  0.273
H11 0.07273 -0.26315 -0.80646  0.178
C3 1.01997 0.12651 0.98022  -0.636
H12 1.02943 0.63965 -2.21070  0.310
O1 -1.63086 0.05457 -1.36558  -0.704
H13 -2.56088 -0.18764 -1.73227  0.350

*Q*
C3H13N2O | ωB97M-V with the def2-TZVPD basis set

Computed properties:
- LUMO energy: -2.9 eV
- Charge: +1

Each line ends with the Mulliken charge.
Atoms and positions in Å:
H1 0.25382 -0.44967 -2.43306  0.192
C1 0.34963 0.49512 1.99789  -0.885
C2 1.42942 -0.98586 -0.78692  -0.452
H2 0.86801 1.41247 1.71447  0.330
N1 -0.24692 -0.15175 0.81264  -0.075
H3 0.72474 -2.00079 1.09061  0.425
H4 1.09272 -0.14723 2.44540  0.336
H5 2.26737 -0.50896 -0.28509  0.364
C3 0.38003 -1.39441 0.25702  -0.805
H6 -0.33051 0.50957 0.01404  0.441
H7 1.78772 -1.89973 -1.26559  0.334
H8 -2.39849 2.01092 -1.31657  0.309
H9 -3.09509 1.67597 -0.02927  0.303
H10 1.46301 0.63504 -2.06588  0.198
H11 -0.40272 0.83263 2.67659  0.377
N2 0.81206 -0.04348 -1.69771  -0.501
H12 -0.39598 -2.00622 -0.19018  0.356
O1 -2.22609 1.62289 -0.44978  -0.616
H13 -1.22188 -0.40358 0.96463  0.369

*R*
C3H13N2O | ωB97M-V with the def2-TZVPD basis set

Computed properties:
- LUMO energy: -3.0 eV
- Charge: +1

Each line ends with the Mulliken charge.
Atoms and positions in Å:
H1 1.33637 1.05369 -0.58963  0.373
H2 -0.00216 -1.91228 1.69520  0.214
O1 -2.91876 2.39997 -0.41956  -0.638
H3 0.34648 0.52899 -1.99702  0.376
H4 -3.12306 3.20001 0.08671  0.316
H5 -1.43354 0.09173 -0.26279  0.313
N1 0.70297 -1.16331 1.66968  -0.591
H6 -1.09193 1.63971 -0.19908  0.364
H7 -3.72980 2.22826 -0.88532  0.304
C1 0.53739 0.39874 -0.93602  -0.786
H8 -0.23446 0.72999 0.86249  0.402
H9 2.51908 -0.80886 0.77037  0.395
H10 1.11055 -1.32017 2.58968  0.252
N2 -0.64848 0.71540 -0.07575  -0.224
H11 1.84671 -1.06446 -1.46865  0.305
H12 1.89929 -2.47148 0.45296  0.311
C2 1.00268 -1.05996 -0.76863  -0.456
H13 0.24049 -1.77516 -1.07770  0.342
C3 1.64018 -1.41082 0.55307  -0.573

Relative energy table, unit kJ/mol: *P* 243.6; *Q* 8.4; *R* 0.0

*P*
H23O11 | ωB97M-V with the def2-TZVPD basis set

Computed properties:
- LUMO energy: -3.1 eV
- Charge: +1

Each line ends with the Mulliken charge.
Atoms and positions in Å:
H1 1.07273 -1.56170 2.33176  0.373
O1 -2.44547 -2.63885 1.48879  -0.571
O2 3.04402 -0.34203 -1.50548  -0.694
O3 -0.95502 -1.13528 -1.14093  -0.469
H2 0.25522 2.71398 -3.81126  0.390
O4 1.99691 -1.92043 2.09277  -0.667
H3 -1.67948 -1.17756 2.67444  0.327
O5 -1.35277 -0.73177 3.39740  -0.535
H4 -1.98137 -0.78858 3.96967  0.238
H5 0.33046 3.97767 0.37451  0.336
H6 -2.81577 1.23371 -0.48530  0.300
O6 0.82500 0.19288 -2.80202  -0.543
H7 3.55229 -1.13702 -1.83686  0.349
O7 0.76901 2.59357 -3.01868  -0.585
H8 1.45570 -3.33183 0.94535  0.338
O8 1.43679 -3.52468 -0.03835  -0.621
H9 -1.44804 -0.54234 -0.61301  0.214
H10 -1.31496 -2.02149 -1.09390  0.287
H11 2.49669 -0.65779 -0.78674  0.357
H12 -3.56326 2.25695 -1.28346  0.303
H13 -0.88275 2.54963 3.11993  0.240
H14 -3.21808 -2.54664 1.00520  0.275
H15 0.57211 1.37631 -2.51645  0.568
H16 0.61496 -3.10605 -0.30574  0.278
O9 -2.87296 1.63435 -1.40552  -0.599
O10 0.98701 3.26634 0.03245  -0.678
H17 0.39262 3.15471 -2.35848  0.373
H18 0.12802 1.61489 2.30327  0.305
H19 -2.30138 -3.51441 1.72133  0.280
O11 -0.24463 2.46761 2.55899  -0.535
H20 1.79921 3.84565 0.29030  0.343
H21 1.21675 -0.39948 -2.25845  0.303
H22 1.41441 0.18201 -3.72736  0.445
H23 2.71602 -1.98230 2.68182  0.274

*Q*
H23O11 | ωB97M-V with the def2-TZVPD basis set

Computed properties:
- LUMO energy: -2.9 eV
- Charge: +1

Each line ends with the Mulliken charge.
Atoms and positions in Å:
H1 0.57649 -0.16887 3.81099  0.317
H2 -1.17322 -0.12801 -1.55113  0.481
O1 0.91604 0.94864 0.77198  -0.715
O2 -0.40215 0.50398 -2.81604  -0.676
H3 0.39874 0.66411 -2.31849  0.312
H4 -0.70309 0.38831 -3.71192  0.289
O3 -1.13186 -2.67126 0.71719  -0.644
O4 2.09105 -0.26526 -1.77503  -0.573
O5 0.21927 0.55832 3.28810  -0.690
H5 2.30859 4.54503 -0.99769  0.321
O6 -1.34151 -0.07398 1.42436  -0.642
H6 0.88262 0.73420 2.58350  0.431
H7 -1.80352 0.49576 2.05315  0.259
O7 0.08194 -2.29684 -3.19656  -0.589
H8 -0.11685 -3.57132 3.68838  0.315
H9 1.42958 1.71815 0.50298  0.285
H10 -1.18555 -1.27491 -0.38944  0.495
H11 -0.02874 -2.70058 -2.32996  0.266
H12 -2.19262 0.03424 -0.36492  0.483
O8 -0.40875 -2.70131 3.37547  -0.673
O9 -1.01719 3.02351 -0.22041  -0.592
H13 -0.02889 1.13968 0.94291  0.430
H14 -0.59246 3.05174 -1.08663  0.303
H15 -0.96721 -3.30524 0.02436  0.303
H16 2.25290 -0.36882 -0.84092  0.262
O10 -1.76605 -0.64629 -0.89938  -0.339
H17 -1.08732 -2.95496 1.64073  0.319
O11 2.60800 3.65990 -0.76524  -0.618
H18 -1.80814 3.55705 -0.36114  0.291
H19 2.81933 0.03308 -2.32374  0.292
H20 2.64991 3.16590 -1.58926  0.305
H21 -0.65022 -0.46751 1.99679  0.334
H22 -0.97392 -2.47010 4.12793  0.330
H23 0.78815 -1.68040 -2.94777  0.328

*R*
H23O11 | ωB97M-V with the def2-TZVPD basis set

Computed properties:
- LUMO energy: -3.1 eV
- Charge: +1

Each line ends with the Mulliken charge.
Atoms and positions in Å:
O1 3.28673 0.97108 -0.20100  -0.521
H1 -0.93010 2.79654 4.00451  0.322
H2 3.93355 1.58732 -0.58118  0.285
H3 2.22445 -0.86352 1.89922  0.421
O2 -0.51887 -1.41611 -4.31744  -0.619
H4 -0.42119 -3.81635 -0.55314  0.281
O3 -1.28830 -3.43699 -0.59575  -0.637
O4 -1.94114 2.50231 -0.21011  -0.432
H5 -1.06731 2.69100 2.53144  0.301
H6 -0.91669 2.97343 -3.36903  0.290
H7 0.14204 -1.02656 -1.36955  0.199
H8 0.66366 1.14744 -0.65571  0.539
H9 -2.09099 -2.77925 1.29437  0.307
H10 -1.17335 -2.04857 -4.53992  0.319
H11 -1.11519 -0.21589 -0.71200  0.256
H12 -2.72657 2.61714 -0.18487  0.171
H13 3.09362 -2.41900 3.37953  0.291
H14 -0.62228 1.48203 0.54319  0.415
H15 2.21571 -3.35209 2.59606  0.286
O5 -2.21859 -1.93419 1.04732  -0.658
H16 0.51957 -0.75206 1.47152  0.325
O6 1.30524 -0.23768 1.86305  -0.710
O7 -1.33313 2.23745 3.33667  -0.607
H17 0.99814 0.92308 1.07854  0.509
O8 -0.66446 3.19809 -2.51838  -0.647
H18 3.49985 0.19061 -0.49292  0.264
H19 -1.59170 2.80352 -0.97847  0.329
H20 -3.16297 -1.73468 0.73595  0.325
H21 0.26499 3.60533 -2.52630  0.306
H22 0.25751 -1.79173 -3.85579  0.309
O9 2.63651 -2.53166 2.61596  -0.582
O10 0.43764 1.59842 0.39734  -0.543
H23 -1.47160 -2.57574 -0.40155  0.387
O11 -0.22476 -0.39270 -0.73157  -0.481

Relative energy table, unit kJ/mol: *P* 250.9; *Q* 0.0; *R* 335.0